Entry from the OMol25 dataset: a structure of composition C5H7NO4 at a distorted geometry (the ωB97M-V functional and the def2-TZVPD basis).

As for the electronic energy: -14973.1283 eV. For the energy relative to the best compared isomer or geometry (same formula, charge and spin), the calculation gives 5.054 eV. The orbital gap comes out at 10.802 eV. Its HOMO energy is -10.83 eV.

```
! RIJCOSX wB97M-V def2-TZVPD def2/J DEFGRID3
* xyz 0 1
O 31.17067 -6.37702 10.24156
C 30.82493 -5.38230 9.67212
H 31.16608 -5.03626 8.67800
O 31.21808 -3.82521 10.50787
H 29.86656 -3.72954 10.65906
H 31.73511 -3.23930 9.94331
O 28.96240 -4.75222 10.20458
C 27.93971 -4.40218 9.30244
C 26.82814 -5.37512 9.43419
N 25.91491 -6.08079 9.42406
C 27.43478 -2.99086 9.57286
C 28.10298 -1.85040 8.94372
O 26.84438 -2.32784 8.48011
H 28.28094 -4.45436 8.25414
H 26.96085 -2.84679 10.54897
H 28.08000 -0.88551 9.45638
H 28.96878 -2.02786 8.29913
*
```



Entry from the OMol25 dataset: a cluster of 3 separate species, C4H16NO2 in total at a distorted geometry (the ωB97M-V functional and the def2-TZVPD basis).

As for the electronic energy: -9985.9204 eV. For the energy relative to the best compared isomer or geometry (same formula, charge and spin), the calculation gives 1.461 eV. The orbital gap comes out at 11.248 eV. Its HOMO energy is -14.64 eV.

```
! RIJCOSX wB97M-V def2-TZVPD def2/J DEFGRID3
* xyz 1 1
C 0.65552 0.44958 0.18714
C 1.93871 -0.36518 0.24210
C 2.98844 0.20518 -0.74255
C 2.45948 -0.39407 1.69116
N -0.60916 -0.42108 0.15034
H 0.52141 0.97365 1.12761
H 0.59731 1.11848 -0.67379
H 1.78103 -1.42042 -0.03282
H 3.19425 1.20385 -0.33381
H 3.89351 -0.38875 -0.68768
H 2.64697 0.31479 -1.77071
H 2.33429 0.59076 2.15042
H 3.54394 -0.50324 1.72221
H 1.93741 -0.97341 2.46582
H -0.60391 -0.63798 1.14682
H -1.45348 0.01278 -0.23184
H -0.63137 -1.31524 -0.33965
H -3.85665 -1.06141 0.89336
H -4.36493 0.00390 -0.06891
O -3.62838 -0.57475 0.07711
H -4.36197 0.24921 -2.49284
H -4.27256 1.86890 -2.38497
O -4.70987 1.06449 -2.09452
*
```



Entry from the OMol25 dataset: the ion C5H12NO2 with charge -1 (the ωB97M-V functional and the def2-TZVPD basis).

As for the electronic energy: -10964.1393 eV. For the energy relative to the best compared isomer or geometry (same formula, charge and spin), the calculation gives 2.851 eV. Its structure (SMILES) is C[C@@H](O)CCNC[O-]. The orbital gap comes out at 5.708 eV. Its HOMO energy is -2.51 eV.

```
! RIJCOSX wB97M-V def2-TZVPD def2/J DEFGRID3
* xyz -1 1
C 2.06057 0.57968 -0.11022
C 0.96847 1.28869 -0.88773
O 1.52427 1.56998 -2.18751
C -0.29299 0.43427 -1.00407
C -0.89170 0.04284 0.37359
N -0.67396 -1.36326 0.66176
C -1.64531 -1.86439 1.74155
O -2.88033 -1.40796 1.63871
H 2.57141 -0.06194 -0.83010
H 2.82052 1.28166 0.24593
H 1.67104 -0.07887 0.67098
H 0.69063 2.23535 -0.40297
H 1.06946 2.32783 -2.56476
H -1.05849 1.02786 -1.51924
H -0.04414 -0.45324 -1.58775
H -1.94453 0.33056 0.47422
H -0.32202 0.60217 1.12783
H -0.95293 -1.90249 -0.15989
H -1.11579 -1.60970 2.69908
H -1.55417 -2.97904 1.62057
*
```



Entry from the OMol25 dataset: a cluster of 2 separate species, C9H14S in total at a distorted geometry (the ωB97M-V functional and the def2-TZVPD basis).

As for the electronic energy: -20394.6999 eV. For the energy relative to the best compared isomer or geometry (same formula, charge and spin), the calculation gives 0.586 eV. Its structure (SMILES) is Cc1ccccc1.CCS. The orbital gap comes out at 9.890 eV. Its HOMO energy is -9.00 eV.

```
! RIJCOSX wB97M-V def2-TZVPD def2/J DEFGRID3
* xyz 0 1
C 0.81597 -1.19168 -1.60543
C 1.08405 0.25990 -1.27747
C 2.05388 0.64340 -0.36188
C 2.07733 1.95048 0.11481
C 1.16701 2.87977 -0.33581
C 0.34736 2.57377 -1.43351
C 0.34944 1.27765 -1.89817
H 1.52735 -1.78089 -1.04075
H 1.00122 -1.35021 -2.66626
H -0.17561 -1.43910 -1.25939
H 2.64636 -0.12110 0.12972
H 2.82307 2.24333 0.84372
H 0.98839 3.81636 0.18175
H -0.21910 3.36476 -1.90777
H -0.33890 0.93682 -2.66554
C -2.18217 -1.07432 0.97302
C -1.41499 -1.40002 2.25209
S -0.99916 -3.16847 2.35029
H -3.23186 -1.31860 1.08433
H -1.61951 -1.61725 0.21643
H -1.99413 -0.04187 0.68950
H -0.53315 -0.83022 2.48225
H -1.94645 -1.05110 3.15102
H -2.22641 -3.56140 1.98303
*
```



Which value of orbital gap does entry 4 give? 9.890 eV



Which of these has the highest orbital gap? C4H16NO2



Look up the energy relative to the best compared isomer or geometry (same formula, charge and spin) of the second one. 1.461 eV



What is the formula in the second record? C4H16NO2